# 1
The following is a quantum chemistry calculation of a single C22H26N2O3S molecule, from the Open Molecules 2025 dataset.

Last column: Löwdin charge in e.
Positions of all 54 atoms, in Å:
1 O -1.93 -0.01 0.43  0.07
2 C -0.84 -0.23 0.92  -0.40
3 N -0.72 -0.46 2.26  0.03
4 C 0.49 -0.63 2.96  -0.17
5 C 1.56 0.24 2.84  -0.02
6 C 2.72 0.01 3.55  -0.08
7 C 2.82 -1.08 4.40  -0.08
8 C 1.73 -1.92 4.56  -0.03
9 C 0.57 -1.71 3.85  -0.17
10 C -0.68 -2.51 4.03  -0.13
11 C -1.81 -1.49 4.24  -0.15
12 C -1.97 -0.63 3.00  -0.12
13 H -2.36 0.36 3.26  0.13
14 H -2.68 -1.08 2.30  0.12
15 H -2.75 -1.99 4.46  0.11
16 H -1.55 -0.87 5.10  0.12
17 H -0.60 -3.19 4.88  0.12
18 H -0.90 -3.11 3.13  0.13
19 H 1.79 -2.76 5.24  0.11
20 H 3.73 -1.26 4.95  0.10
21 H 3.55 0.69 3.45  0.10
22 H 1.47 1.11 2.21  0.11
23 C 0.40 -0.34 0.05  -0.22
24 H 1.27 -0.64 0.63  0.13
25 C 0.67 1.01 -0.64  -0.11
26 C 1.82 0.88 -1.64  -0.17
27 N 1.61 -0.20 -2.57  -0.24
28 S 1.34 0.06 -4.17  0.65
29 O 1.98 1.29 -4.51  -0.29
30 O 1.73 -1.14 -4.86  -0.30
31 C -0.47 0.22 -4.49  -0.15
32 C -1.12 1.26 -3.66  -0.28
33 C -2.19 0.95 -2.82  -0.06
34 C -2.77 1.93 -2.03  -0.08
35 C -2.30 3.23 -2.08  -0.08
36 C -1.24 3.55 -2.92  -0.07
37 C -0.66 2.58 -3.71  -0.05
38 H 0.17 2.82 -4.35  0.11
39 H -0.88 4.57 -2.96  0.10
40 H -2.75 3.99 -1.46  0.10
41 H -3.59 1.67 -1.38  0.11
42 H -2.57 -0.06 -2.78  0.12
43 H -0.88 -0.77 -4.32  0.10
44 H -0.49 0.45 -5.55  0.11
45 C 1.31 -1.48 -1.99  -0.18
46 C 0.12 -1.40 -1.03  -0.11
47 H -0.04 -2.37 -0.56  0.13
48 H -0.79 -1.11 -1.56  0.10
49 H 2.19 -1.84 -1.45  0.13
50 H 1.11 -2.17 -2.82  0.12
51 H 2.75 0.70 -1.10  0.13
52 H 1.93 1.79 -2.24  0.11
53 H -0.24 1.32 -1.15  0.09
54 H 0.93 1.77 0.10  0.12

* energy relative to the best compared isomer or geometry (same formula, charge and spin): 15.2 kcal/mol
* SMILES string: O=C(C1CCN(S(=O)(=O)Cc2ccccc2)CC1)N1CCCc2ccccc21
* maximum force: 1.02 eV/A
* gap between HOMO and LUMO: 9.440 eV
* E_tot: -1587.38432 Ha
* LUMO energy: 0.65 eV



# 2
The following is a quantum chemistry calculation of a single C22H26N2O5 molecule, from the Open Molecules 2025 dataset.

Last column: Löwdin charge in e.
Positions of all 55 atoms, in Å:
1 C -1.56 -3.13 -0.09  -0.11
2 H -2.36 -3.09 0.66  0.09
3 O -0.94 -1.88 -0.24  -0.21
4 C -0.38 -1.35 0.94  -0.17
5 C 0.99 -1.95 1.32  -0.09
6 N 2.09 -1.33 0.63  -0.01
7 C 2.74 -0.21 1.04  -0.21
8 C 3.76 0.05 0.14  -0.12
9 C 3.70 -0.97 -0.85  0.03
10 C 2.65 -1.79 -0.54  -0.26
11 C 2.13 -2.97 -1.28  -0.02
12 H 2.25 -3.89 -0.70  0.08
13 H 1.07 -2.83 -1.51  0.07
14 H 2.68 -3.08 -2.21  0.08
15 H 4.35 -1.04 -1.70  0.12
16 C 4.73 1.14 0.09  -0.33
17 O 5.89 0.99 -0.21  0.11
18 C 4.19 2.56 0.36  -0.08
19 H 4.62 3.21 -0.41  0.14
20 O 2.77 2.62 0.34  -0.02
21 C 2.20 2.31 -0.84  -0.45
22 O 2.83 2.19 -1.87  0.14
23 C 0.75 2.09 -0.72  -0.13
24 C 0.02 2.50 0.39  -0.01
25 C -1.32 2.19 0.50  0.00
26 C -1.96 1.45 -0.50  -0.18
27 C -1.23 1.07 -1.63  -0.01
28 C 0.11 1.39 -1.74  0.01
29 H 0.68 1.09 -2.60  0.13
30 H -1.70 0.52 -2.43  0.11
31 N -3.29 1.05 -0.37  0.02
32 C -4.23 1.59 0.47  -0.43
33 O -4.06 2.50 1.25  0.08
34 C -5.54 0.86 0.23  -0.08
35 C -5.11 -0.43 -0.46  -0.15
36 H -4.88 -1.20 0.28  0.11
37 H -5.87 -0.82 -1.14  0.11
38 C -3.84 -0.01 -1.20  -0.14
39 H -4.07 0.36 -2.20  0.13
40 H -3.11 -0.83 -1.28  0.11
41 H -6.16 1.48 -0.42  0.13
42 H -6.07 0.71 1.17  0.12
43 H -1.89 2.52 1.36  0.10
44 H 0.50 3.07 1.17  0.12
45 H 4.50 2.90 1.34  0.14
46 C 2.41 0.45 2.33  0.00
47 H 1.38 0.81 2.35  0.08
48 H 3.07 1.30 2.50  0.08
49 H 2.54 -0.25 3.16  0.09
50 H 1.14 -1.83 2.39  0.12
51 H 1.00 -3.02 1.10  0.12
52 H -0.26 -0.28 0.76  0.10
53 H -1.08 -1.50 1.78  0.13
54 H -0.85 -3.91 0.20  0.08
55 H -1.98 -3.38 -1.06  0.09

* energy relative to the best compared isomer or geometry (same formula, charge and spin): 39.7 kcal/mol
* SMILES string: COCCn1c(C)cc(C(=O)COC(=O)c2ccc(N3CCCC3=O)cc2)c1C
* maximum force: 0.76 eV/A
* gap between HOMO and LUMO: 8.401 eV
* E_tot: -1339.67678 Ha
* LUMO energy: 0.43 eV



# 3
The following is a quantum chemistry calculation of a single C22H26N2O8 molecule, from the Open Molecules 2025 dataset.

Last column: Löwdin charge in e.
Positions of all 58 atoms, in Å:
1 C -0.57 4.85 0.80  -0.05
2 C 0.29 5.00 -0.45  -0.19
3 H -0.32 5.21 -1.33  0.12
4 H 1.02 5.81 -0.32  0.13
5 O 1.01 3.78 -0.66  0.01
6 C 1.19 3.37 -1.91  -0.49
7 O 0.88 3.99 -2.88  0.11
8 C 1.89 2.02 -1.95  0.03
9 C 1.69 1.20 -0.70  -0.16
10 C 0.52 0.93 -0.11  -0.01
11 C -0.79 1.41 -0.61  -0.44
12 O -1.75 1.57 0.10  0.12
13 O -0.81 1.64 -1.92  -0.01
14 C -2.04 2.12 -2.47  -0.20
15 C -1.83 2.41 -3.94  -0.05
16 H -1.56 1.49 -4.47  0.08
17 H -2.74 2.82 -4.37  0.08
18 H -1.02 3.13 -4.06  0.06
19 H -2.82 1.36 -2.31  0.13
20 H -2.33 3.03 -1.92  0.13
21 C 0.42 0.11 1.15  -0.14
22 C 1.80 -0.14 1.72  -0.13
23 C 2.91 0.15 1.01  -0.30
24 N 4.18 -0.17 1.38  0.18
25 H 4.32 -0.47 2.33  0.10
26 H 4.93 0.34 0.94  0.11
27 O 2.89 0.81 -0.19  0.10
28 C 1.90 -0.75 2.97  -0.21
29 N 1.99 -1.22 4.01  0.16
30 C -0.28 -1.20 0.84  -0.11
31 C -1.48 -1.51 1.44  0.05
32 C -2.18 -2.69 1.18  -0.18
33 C -1.61 -3.61 0.28  -0.19
34 C -0.39 -3.29 -0.32  0.07
35 C 0.28 -2.11 -0.07  -0.20
36 O 1.46 -1.76 -0.66  -0.09
37 C 2.07 -2.67 -1.54  -0.07
38 H 3.00 -2.19 -1.86  0.10
39 H 1.44 -2.86 -2.42  0.10
40 H 2.30 -3.61 -1.05  0.10
41 H 0.00 -4.03 -1.01  0.12
42 O -2.11 -4.81 -0.11  -0.07
43 C -3.23 -5.38 0.54  -0.07
44 H -3.07 -5.47 1.61  0.10
45 H -4.14 -4.79 0.36  0.09
46 H -3.34 -6.37 0.09  0.09
47 O -3.39 -2.99 1.76  -0.12
48 C -3.94 -2.06 2.66  -0.08
49 H -4.89 -2.50 2.97  0.09
50 H -3.30 -1.92 3.53  0.10
51 H -4.13 -1.09 2.18  0.10
52 H -1.90 -0.79 2.12  0.11
53 H -0.20 0.65 1.88  0.16
54 H 2.96 2.19 -2.06  0.14
55 H 1.53 1.48 -2.83  0.14
56 H -1.14 5.76 0.96  0.08
57 H -1.25 4.01 0.68  0.06
58 H 0.06 4.66 1.66  0.08

* energy relative to the best compared isomer or geometry (same formula, charge and spin): 0.0 kcal/mol
* SMILES string: CCOC(=O)CC1=C(C(=O)OCC)[C@@H](c2cc(OC)c(OC)cc2OC)C(C#N)=C(N)O1
* maximum force: 1.26 eV/A
* gap between HOMO and LUMO: 8.199 eV
* E_tot: -1565.33604 Ha
* LUMO energy: 0.55 eV



# 4
The following is a quantum chemistry calculation of a molecular structure, C22H26N3O4S2, from the Open Molecules 2025 dataset.

Last column: Löwdin charge in e.
Positions of all 57 atoms, in Å:
1 C 3.78 -2.35 -2.48  -0.03
2 N 3.80 -1.10 -1.78  0.01
3 C 5.07 -0.56 -1.56  -0.43
4 O 6.10 -1.15 -1.89  0.06
5 N 5.10 0.70 -0.95  0.01
6 C 6.42 1.23 -0.72  -0.03
7 C 3.96 1.44 -0.56  -0.39
8 O 4.07 2.52 0.01  0.04
9 C 2.65 0.84 -0.80  -0.10
10 C 1.55 1.33 -0.06  -0.20
11 C 0.16 0.94 -0.40  -0.24
12 C -0.35 -0.30 -0.01  -0.03
13 C -1.62 -0.73 -0.38  -0.14
14 C -2.48 0.15 -1.09  -0.10
15 N -3.80 -0.18 -1.30  -0.10
16 C -4.38 -1.34 -0.65  -0.18
17 C -3.40 -2.51 -0.59  -0.18
18 C -2.09 -2.08 0.07  -0.15
19 C -4.77 0.81 -1.73  -0.18
20 C -4.17 1.85 -2.68  -0.18
21 C -2.89 2.45 -2.11  -0.16
22 C -2.00 1.45 -1.42  -0.16
23 C -0.71 1.80 -1.07  0.01
24 C 2.58 -0.42 -1.56  -0.33
25 O 1.53 -0.94 -1.96  0.04
26 H 2.74 -2.67 -2.56  0.08
27 H 4.22 -2.22 -3.48  0.09
28 H 4.38 -3.08 -1.93  0.09
29 H 6.34 2.15 -0.16  0.08
30 H 6.99 0.48 -0.16  0.09
31 H 6.94 1.39 -1.68  0.09
32 H 1.65 2.33 0.36  0.09
33 H 0.29 -0.95 0.59  0.11
34 H -4.67 -1.09 0.39  0.13
35 H -5.30 -1.62 -1.17  0.11
36 H -3.86 -3.34 -0.03  0.11
37 H -3.19 -2.89 -1.60  0.12
38 H -1.30 -2.83 -0.12  0.12
39 H -2.23 -2.04 1.16  0.12
40 H -5.61 0.28 -2.21  0.11
41 H -5.19 1.33 -0.85  0.13
42 H -3.95 1.38 -3.65  0.12
43 H -4.91 2.63 -2.86  0.11
44 H -2.32 2.95 -2.92  0.12
45 H -3.15 3.25 -1.39  0.12
46 H -0.35 2.81 -1.33  0.13
47 C -0.90 -1.42 5.68  -0.09
48 C -0.34 -0.08 5.28  -0.33
49 O 0.09 -0.17 3.90  -0.21
50 C 0.77 0.91 3.42  -1.26
51 S 1.84 0.67 2.12  0.77
52 S 0.61 2.40 4.15  0.55
53 H -1.41 -1.32 6.64  0.07
54 H -1.60 -1.80 4.93  0.07
55 H -0.09 -2.15 5.78  0.07
56 H -1.09 0.71 5.42  0.09
57 H 0.51 0.16 5.95  0.11

* charge: -1
* maximum force: 1.80 eV/A
* gap between HOMO and LUMO: 6.939 eV
* E_tot: -2115.64190 Ha
* LUMO energy: 2.63 eV